This record from OMol25 describes a structure of composition C2F3NO in a non-equilibrium geometry. The level of theory is ωB97M-V with the def2-TZVPD basis set.

Summary:
Gap between HOMO and LUMO in eV: 11.5
Energy above the lowest of the compared OMol25 structures with the same formula, charge and spin in eV: 4.279
E_LUMO in eV: -1.1
Max |F| in eV/Å: 12.01
HOMO energy in eV: -12.6174
Calculated total energy in Eh: -505.6453

Last column: natural (NBO) charge in e.
Positions of all 7 atoms, in Å:
C  -1.22635  0.08368  -0.13050  1.18
C  1.50923  0.22442  0.25984  0.62
N  2.03015  1.21253  -0.01357  -0.38
O  -0.67146  0.76178  0.51002  -0.42
F  -1.85159  0.17675  -1.24649  -0.24
F  -0.75397  -1.63299  -0.29766  -0.52
F  0.96399  -0.82618  0.91836  -0.25

---

This record from OMol25 describes an isolated molecule of C2H4N4O. The level of theory is ωB97M-V with the def2-TZVPD basis set.

Summary:
Gap between HOMO and LUMO in eV: 9.1
SMILES: Nc1n[nH]c(O)n1
Energy above the lowest of the compared OMol25 structures with the same formula, charge and spin in eV: 0.212
E_LUMO in eV: 0.7
Max |F| in eV/Å: 0.35
HOMO energy in eV: -8.3280
Calculated total energy in Eh: -372.8925

Last column: natural (NBO) charge in e.
Positions of all 11 atoms, in Å:
N  2.18924  0.32167  -0.17259  -0.82
C  0.85916  0.01610  -0.02390  0.47
N  0.47085  -1.24020  0.05315  -0.37
N  -0.89230  -1.10728  0.02457  -0.40
C  -1.21527  0.18752  -0.01168  0.64
O  -2.51068  0.52797  -0.03541  -0.66
N  -0.14689  0.95344  -0.05134  -0.58
H  2.81488  -0.45953  -0.04973  0.40
H  2.52607  1.23064  0.09535  0.40
H  -1.49144  -1.91178  0.08257  0.42
H  -2.60362  1.48145  0.08901  0.51

---

This record from OMol25 describes an isolated molecule of CH2FNO3S in a non-equilibrium geometry. The level of theory is ωB97M-V with the def2-TZVPD basis set.

Summary:
Gap between HOMO and LUMO (spin up / spin down) in eV: 7.1 / 7.8
Multiplicity: 3
Energy above the lowest of the compared OMol25 structures with the same formula, charge and spin in eV: 0.972
E_LUMO (spin up / spin down) in eV: 0.6 / -4.4
Max |F| in eV/Å: 9.25
HOMO energy (spin up / spin down) in eV: -6.5177 / -12.1929
Calculated total energy in Eh: -817.6090

Last column: Löwdin spin population.
Positions of all 9 atoms, in Å:
C  1.13659  0.62560  0.19400  0.62
N  -0.05883  1.01736  0.48330  0.79
O  1.63780  -0.42778  -0.42568  0.37
O  -2.38716  0.16493  1.03656  0.04
O  -0.69368  -1.46031  0.04467  0.02
F  -1.51666  0.33924  -1.22026  0.06
S  -1.24076  -0.15288  0.25318  0.08
H  2.10547  1.10644  0.43265  0.03
H  1.01724  -1.21260  -0.79842  0.00

---

This record from OMol25 describes a cluster of 2 separate species, C5H15N2S in total. The level of theory is ωB97M-V with the def2-TZVPD basis set.

Summary:
Gap between HOMO and LUMO in eV: 9.9
Energy above the lowest of the compared OMol25 structures with the same formula, charge and spin in eV: 0.712
E_LUMO in eV: -3.0
Max |F| in eV/Å: 0.36
Net charge: +1
HOMO energy in eV: -12.9004
Calculated total energy in Eh: -706.9504

Last column: natural (NBO) charge in e.
Positions of all 23 atoms, in Å:
C  -1.22191  1.13027  2.06310  -0.24
C  -0.32462  0.32505  2.63524  0.06
N  0.54512  0.66468  3.61604  -0.76
N  -2.16634  0.56667  1.08603  -0.70
H  -1.33886  2.18783  2.24895  0.23
H  -0.29826  -0.72567  2.37257  0.21
H  1.30093  0.02710  3.79716  0.41
H  0.72907  1.63985  3.79675  0.40
H  -2.16580  1.08864  0.20833  0.43
H  -3.12285  0.56606  1.44646  0.43
H  -1.90617  -0.40897  0.82619  0.45
C  2.00730  0.22076  -2.75049  -0.61
C  1.31898  -0.97241  -2.08776  -0.41
C  -0.01512  -0.55969  -1.47179  -0.50
S  -0.77823  -1.90294  -0.48723  -0.06
H  2.92611  -0.08439  -3.24928  0.23
H  2.27453  0.97650  -2.00760  0.20
H  1.35965  0.68196  -3.49488  0.21
H  1.14819  -1.75951  -2.81828  0.22
H  1.95837  -1.38996  -1.30786  0.21
H  -0.71875  -0.23526  -2.23705  0.23
H  0.15728  0.28397  -0.79425  0.20
H  -1.66861  -2.32053  -1.39036  0.16

---

This record from OMol25 describes an isolated molecule of C4H6N2O. The level of theory is ωB97M-V with the def2-TZVPD basis set.

Summary:
Gap between HOMO and LUMO in eV: 8.2
Energy above the lowest of the compared OMol25 structures with the same formula, charge and spin in eV: 4.340
E_LUMO in eV: 0.3
Max |F| in eV/Å: 0.87
HOMO energy in eV: -7.9119
Calculated total energy in Eh: -340.6354

Last column: natural (NBO) charge in e.
Positions of all 13 atoms, in Å:
N  1.05923  -0.41979  -1.64101  -0.77
C  0.16026  -0.68335  -0.66235  0.53
C  0.38155  -1.40811  0.54460  -0.46
C  -0.04681  -0.57168  1.55883  -0.16
C  -0.59893  0.62540  0.77573  0.14
O  -1.54520  1.45716  1.33921  -0.71
N  -0.99037  0.05816  -0.56236  -0.59
H  0.93538  0.47187  -2.13201  0.40
H  2.01377  -0.60342  -1.34623  0.41
H  0.98137  -2.31629  0.61008  0.22
H  0.20837  1.31572  0.50008  0.14
H  -1.45943  1.30116  2.28652  0.49
H  -1.09919  0.77317  -1.27109  0.36

---

This record from OMol25 describes a cluster of 2 separate species, C7H14FNO in total in a non-equilibrium geometry. The level of theory is ωB97M-V with the def2-TZVPD basis set.

Summary:
Gap between HOMO and LUMO in eV: 8.1
Energy above the lowest of the compared OMol25 structures with the same formula, charge and spin in eV: 1.731
E_LUMO in eV: 0.8
Max |F| in eV/Å: 5.65
HOMO energy in eV: -7.3226
Calculated total energy in Eh: -504.8206

Last column: natural (NBO) charge in e.
Positions of all 24 atoms, in Å:
C  -0.42991  1.79835  1.29693  -0.47
C  -0.58644  2.36863  -0.08610  -0.45
C  0.02075  1.06258  0.11384  0.00
C  -1.30985  -1.56488  -1.26200  -0.69
C  1.32552  0.50408  -0.28544  -0.48
C  1.80807  -0.71262  0.54080  -0.05
C  -1.45828  -0.76686  0.03200  0.59
N  -1.20624  -1.42093  1.30490  -0.86
O  2.81821  -1.50083  -0.14450  -0.72
F  -2.59080  -0.14287  0.17581  -0.35
H  0.30896  2.10012  1.96841  0.21
H  -1.31426  1.37974  1.78981  0.22
H  -1.59506  2.45542  -0.61339  0.23
H  0.11544  3.03169  -0.46703  0.21
H  -2.04978  -2.31948  -1.30602  0.22
H  -0.40709  -2.16498  -1.26480  0.22
H  -1.31733  -0.92028  -2.06772  0.23
H  1.99803  1.32147  -0.07732  0.19
H  1.42090  0.29076  -1.35690  0.22
H  2.13517  -0.45291  1.59824  0.17
H  0.94170  -1.40364  0.57217  0.16
H  -0.50227  -2.08863  1.08199  0.36
H  -0.98118  -0.78822  2.07113  0.38
H  3.55835  -0.89241  -0.34618  0.46

---

> What is the max |F| in the sixth record?

5.65 eV/Å